{"formula": "C42H108F6N9O20S2", "method": "ωB97M-V/def2-TZVPD", "species": ["C", "F", "F", "F", "S", "O", "O", "N", "S", "O", "O", "C", "F", "F", "F", "C", "C", "C", "O", "C", "N", "H", "H", "H", "H", "H", "H", "H", "H", "H", "H", "H", "H", "C", "C", "C", "O", "C", "N", "H", "H", "H", "H", "H", "H", "H", "H", "H", "H", "H", "H", "C", "C", "C", "O", "C", "N", "H", "H", "H", "H", "H", "H", "H", "H", "H", "H", "H", "H", "C", "C", "C", "O", "C", "N", "H", "H", "H", "H", "H", "H", "H", "H", "H", "H", "H", "H", "C", "C", "C", "O", "C", "N", "H", "H", "H", "H", "H", "H", "H", "H", "H", "H", "H", "H", "C", "C", "C", "O", "C", "N", "H", "H", "H", "H", "H", "H", "H", "H", "H", "H", "H", "H", "C", "C", "C", "O", "C", "N", "H", "H", "H", "H", "H", "H", "H", "H", "H", "H", "H", "H", "C", "C", "C", "O", "C", "N", "H", "H", "H", "H", "H", "H", "H", "H", "H", "H", "H", "H", "C", "C", "O", "O", "H", "H", "H", "C", "C", "O", "O", "H", "H", "H", "C", "C", "O", "O", "H", "H", "H", "C", "C", "O", "O", "H", "H", "H"], "positions_angstrom": [[-0.002069, 2.342673, -0.877211], [-0.082174, 3.152628, 0.137813], [-0.989590, 1.487575, -0.839558], [0.094511, 3.071489, -1.991386], [1.636454, 1.377981, -0.556715], [1.704404, 0.459721, -1.662538], [2.830797, 2.306041, -0.512914], [1.427631, 0.648610, 1.052306], [1.543465, -0.866295, 0.804123], [0.415138, -1.443245, 0.118509], [2.896064, -1.287026, 0.336601], [1.468365, -1.552177, 2.663134], [0.379914, -1.011566, 3.297604], [1.249424, -2.851082, 2.573455], [2.619315, -1.245950, 3.301610], [-3.445017, -4.779057, 1.580380], [-4.543539, -3.681330, 1.447615], [-4.388469, -2.748035, 0.208702], [-3.126136, -2.135481, 0.072572], [-2.728296, -1.249953, 1.061147], [-5.876758, -4.420632, 1.418918], [-6.136015, -4.650877, 0.470302], [-5.856041, -5.320269, 1.877527], [-6.638036, -3.881004, 1.805397], [-3.569715, -5.181756, 2.585559], [-2.443557, -4.349109, 1.598431], [-3.342808, -5.439312, 0.719151], [-4.596849, -3.043494, 2.329894], [-5.191451, -2.010961, 0.203868], [-4.644852, -3.304988, -0.692502], [-2.044327, -0.499822, 0.664181], [-2.266531, -1.939909, 1.767438], [-3.497788, -0.670993, 1.571825], [-2.013661, 1.562886, -4.600410], [-2.824997, 2.729287, -5.230801], [-1.902643, 3.640239, -6.049691], [-1.287783, 2.854525, -7.095649], [-0.294901, 3.540110, -7.842865], [-3.827192, 2.114712, -6.219412], [-4.711790, 1.779594, -5.865444], [-4.122796, 2.777997, -6.921390], [-3.450973, 1.302257, -6.686831], [-1.210280, 1.872857, -3.932131], [-1.605505, 0.789510, -5.251104], [-2.622927, 1.054564, -3.853087], [-3.368199, 3.291417, -4.471161], [-1.158409, 4.120851, -5.414690], [-2.442378, 4.446845, -6.545864], [0.202133, 2.836048, -8.510216], [0.495848, 3.867962, -7.168073], [-0.736727, 4.280321, -8.509922], [0.501178, -3.268224, -6.241816], [1.451070, -4.339524, -5.688825], [2.788373, -3.759870, -5.206217], [2.556841, -2.974858, -4.067881], [3.461498, -2.009102, -3.700172], [0.850780, -5.258061, -4.634760], [-0.073023, -5.549584, -4.920595], [1.364015, -6.117004, -4.497298], [0.778637, -4.923996, -3.684342], [0.980756, -2.831096, -7.117617], [0.385232, -2.384598, -5.614226], [-0.493193, -3.684560, -6.403006], [1.694081, -5.024060, -6.501510], [3.208971, -3.232268, -6.062270], [3.418155, -4.618586, -4.973635], [4.511254, -2.301043, -3.730164], [3.287439, -1.706331, -2.667639], [3.390154, -1.144982, -4.360716], [-0.124813, -1.107587, 11.043408], [0.090648, -1.945897, 9.840415], [0.963674, -1.382606, 8.718440], [0.948819, -2.313910, 7.649605], [1.550689, -1.805920, 6.486363], [0.646417, -3.304675, 10.192657], [0.759619, -3.851542, 9.351106], [1.609279, -3.317099, 10.497362], [0.077741, -3.789384, 10.872181], [-0.665551, -1.553563, 11.878147], [-0.704575, -0.202408, 10.862759], [0.835804, -0.822248, 11.472230], [-0.887931, -2.254478, 9.472642], [1.995093, -1.130861, 8.965207], [0.415550, -0.511091, 8.360505], [1.181867, -0.795615, 6.309324], [1.132203, -2.317025, 5.619334], [2.639700, -1.765442, 6.463861], [-6.564683, 0.849736, -0.581884], [-5.962067, 2.075473, -1.239501], [-4.446363, 1.912981, -1.423282], [-3.835597, 3.079981, -1.911335], [-3.515021, 4.062754, -0.895816], [-6.578029, 2.498334, -2.571310], [-6.251700, 1.889734, -3.308333], [-7.586836, 2.543618, -2.552070], [-6.303017, 3.436246, -2.825849], [-7.470814, 1.150913, -0.056238], [-5.841769, 0.294712, 0.015978], [-6.855614, 0.197008, -1.404930], [-6.152883, 2.848542, -0.495151], [-4.354423, 1.133636, -2.179768], [-3.989740, 1.438295, -0.554790], [-4.330475, 4.490885, -0.312872], [-3.109282, 4.897747, -1.467017], [-2.761257, 3.796498, -0.154836], [2.221281, -4.582413, -0.584877], [1.200579, -5.447226, 0.052415], [-0.282452, -5.346166, -0.382472], [-0.482979, -5.417092, -1.784011], [-1.829897, -5.312897, -2.224471], [1.657936, -6.948763, -0.093011], [0.969587, -7.612006, 0.233140], [1.917096, -7.123479, -1.053441], [2.432515, -7.089937, 0.539598], [2.497372, -4.840981, -1.607134], [3.084752, -4.566592, 0.080150], [1.847668, -3.570392, -0.740841], [1.273640, -5.430121, 1.139827], [-0.709865, -4.391220, -0.076702], [-0.902358, -6.032113, 0.194829], [-2.323171, -6.201827, -1.831305], [-1.801642, -5.349182, -3.313509], [-2.450704, -4.479490, -1.895654], [4.670152, 3.635787, -2.754399], [4.663526, 4.058483, -4.208406], [3.343938, 3.645664, -4.834937], [3.016632, 4.185330, -6.076284], [4.020422, 4.061807, -7.155352], [4.771822, 5.639064, -4.212447], [5.454176, 5.984012, -3.552514], [4.952106, 6.110627, -5.087221], [3.954931, 6.109517, -3.849872], [4.579396, 2.557295, -2.625075], [3.913820, 4.130525, -2.145060], [5.614285, 3.931138, -2.296714], [5.554349, 3.749460, -4.755257], [2.468222, 3.826427, -4.211587], [3.289125, 2.560963, -4.927268], [4.791946, 4.816221, -7.001354], [3.428045, 4.442691, -7.987283], [4.350737, 3.025771, -7.230327], [2.418779, 5.151202, 3.682044], [2.613539, 3.834712, 2.840523], [4.118187, 3.263250, 2.966823], [5.088692, 4.255952, 2.757185], [5.071936, 4.772899, 1.432918], [1.533243, 2.784290, 3.242383], [1.438989, 2.069951, 2.534618], [1.675627, 2.374493, 4.154469], [0.621930, 3.217364, 3.197051], [2.301872, 4.930939, 4.743135], [1.580839, 5.757569, 3.338133], [3.266534, 5.808826, 3.489825], [2.502627, 3.915158, 1.759171], [4.194388, 2.410899, 2.291703], [4.453311, 2.769846, 3.879147], [5.837168, 5.547426, 1.381476], [4.098763, 5.248859, 1.312549], [5.238232, 3.920974, 0.773619], [-2.059284, 2.540218, 2.865919], [-1.899095, 4.066770, 2.913627], [-0.820194, 4.552844, 3.221149], [-2.846886, 4.854977, 2.672080], [-3.027185, 2.307056, 3.309659], [-1.415754, 1.878218, 3.445342], [-2.072643, 2.031789, 1.901857], [2.888404, -5.712757, 4.055605], [2.990405, -7.190424, 3.571636], [3.222920, -7.489581, 2.354198], [2.617943, -8.083617, 4.319539], [2.225712, -5.616762, 4.915676], [2.695380, -5.032900, 3.225769], [3.840856, -5.490141, 4.536620], [-2.375729, -0.630971, 5.757799], [-3.297243, -1.815614, 5.600931], [-4.176804, -1.982411, 6.520433], [-3.078484, -2.585769, 4.663054], [-1.467465, -0.808040, 5.181779], [-1.925389, -0.644907, 6.750318], [-2.857924, 0.292929, 5.438448], [1.734274, 5.855123, -0.562904], [2.060864, 7.016174, -1.615429], [2.531061, 6.678241, -2.718615], [1.819697, 8.209379, -1.320063], [1.883077, 6.073775, 0.494525], [2.318255, 4.974696, -0.831065], [0.690425, 5.545840, -0.616186]], "forces_ev_per_a": [[2.79, -0.53, 1.40], [-0.68, 1.19, 0.93], [-0.77, -0.09, -0.90], [-0.53, -0.68, -0.19], [3.62, 0.82, 1.04], [-0.68, -0.04, 0.07], [-3.74, -1.36, 0.47], [-0.21, 3.84, -2.98], [3.01, -4.05, 0.65], [-0.31, -0.36, 0.08], [-2.56, 0.57, 0.87], [-0.79, 1.61, -1.25], [1.50, -0.27, -0.35], [0.59, 0.03, 0.23], [-1.43, -0.54, -0.35], [0.08, 1.62, 0.28], [1.32, -0.21, -0.13], [-0.38, -0.13, 0.24], [-1.85, -1.25, -2.34], [0.81, 0.07, 1.70], [0.11, 0.47, -0.78], [-0.15, -0.02, -0.62], [0.31, -0.30, 0.75], [-0.31, 0.28, 0.39], [0.07, -0.74, -0.27], [-0.17, 0.61, 0.27], [-0.82, -0.49, 0.20], [0.39, -0.29, 0.40], [-0.16, 0.52, 0.51], [0.68, -0.37, -0.34], [0.29, -0.50, -0.17], [0.48, 1.05, 0.85], [-0.64, -0.30, -0.04], [-0.77, -0.11, 1.14], [1.76, -0.90, -0.40], [0.33, -0.27, -1.41], [-0.97, -0.34, 1.22], [0.47, -0.36, -0.30], [-0.38, 0.15, 0.16], [-0.21, -0.09, 0.86], [0.31, 0.50, -0.63], [0.73, -0.13, -0.46], [0.19, 0.67, -0.50], [-0.13, 0.44, -0.47], [-0.47, -0.25, -0.16], [-0.03, -0.06, -0.09], [0.07, -0.20, 0.27], [-0.38, 0.25, 0.14], [-0.31, -0.35, 0.11], [-0.11, 0.67, -0.06], [0.10, 0.47, 0.40], [0.09, 0.01, 0.90], [0.71, 0.61, -0.36], [-0.61, -0.46, 0.31], [-1.55, -1.57, -0.31], [1.56, 1.42, 0.34], [-0.15, 0.07, -0.17], [-0.49, -0.07, -0.12], [0.63, -0.44, -0.47], [-0.20, 1.08, 0.69], [-0.33, -0.57, -0.41], [0.07, -0.31, 0.63], [0.06, 0.11, -0.58], [-0.06, -0.04, -0.05], [0.20, 0.25, 0.06], [0.54, 0.04, 0.08], [0.08, -0.56, -0.14], [-0.38, 0.01, -0.11], [-0.16, 0.29, -0.02], [0.67, 0.91, 1.37], [-0.43, -0.97, -0.61], [-1.22, -0.10, -0.69], [0.29, -0.60, 0.70], [-0.77, 0.75, -1.01], [0.84, -0.11, -0.06], [-0.72, -0.40, -0.82], [0.48, 0.55, 0.86], [-0.24, -0.29, 0.23], [-0.11, -0.63, -0.29], [0.22, -0.01, -0.50], [0.09, 0.31, 0.02], [-0.01, 0.41, -0.66], [0.02, 0.12, 0.52], [0.26, 0.53, 0.19], [0.06, 0.45, 0.21], [0.35, -0.60, 0.24], [0.07, -0.39, 0.30], [-0.83, -0.21, -1.71], [1.19, 0.50, 2.03], [-0.75, -0.06, -0.81], [-0.12, -0.28, 0.65], [0.56, 1.23, -0.21], [0.25, -0.02, 0.95], [-0.17, -0.44, -0.23], [-0.66, -0.42, 0.09], [0.58, 0.59, 0.15], [0.19, -0.42, 0.30], [-0.15, 0.41, 0.21], [-0.24, -0.57, 0.13], [0.08, 0.72, -0.62], [0.33, -0.15, -0.52], [0.03, 0.60, 0.43], [-0.54, -0.48, -0.19], [0.04, -0.02, 0.03], [0.02, -0.71, -0.14], [0.21, 0.89, -0.32], [-1.16, -2.45, 0.13], [0.03, 1.15, 0.58], [0.77, 0.21, -0.56], [0.03, -1.26, 0.46], [-0.87, 1.51, -0.80], [-0.41, -0.25, 0.03], [0.12, -0.41, -0.14], [1.64, -0.32, 1.53], [0.17, -0.62, 0.00], [0.22, 0.17, -0.38], [-0.07, 0.16, 0.60], [-0.41, 0.81, 0.13], [0.52, 0.51, 0.28], [0.06, -0.82, -0.30], [-0.41, -0.22, -0.36], [-0.19, 0.00, 0.08], [0.67, 0.63, 0.22], [0.87, 0.26, 0.47], [-0.59, 1.39, 0.44], [-0.48, -0.69, -0.64], [0.75, 0.65, -0.98], [-1.87, 0.85, 1.19], [-0.12, -0.52, 0.26], [0.88, -0.31, 0.20], [0.23, -0.32, -0.67], [-1.42, -0.12, 0.35], [-0.12, 0.09, -0.15], [-0.31, -0.13, -0.37], [0.22, -0.18, 0.02], [-0.20, -0.19, -0.01], [0.29, 0.64, 0.45], [0.75, -0.47, 0.18], [0.48, -0.44, 0.04], [0.39, -0.58, -0.37], [0.21, 0.20, -0.26], [-0.02, -0.54, -1.48], [0.88, -0.17, 1.54], [-0.68, -0.37, 0.29], [-0.25, -0.13, -0.03], [-0.18, -0.11, 1.05], [1.71, 0.78, -0.73], [0.56, -0.97, -0.35], [0.10, -0.05, 0.27], [-1.60, 1.63, 0.55], [0.16, 0.06, -0.08], [-0.46, -0.51, 0.13], [0.35, -0.34, 0.41], [-0.47, 0.43, 0.13], [0.09, 0.14, -0.89], [-0.79, 0.49, 0.73], [0.08, -0.27, -0.15], [-0.03, 0.08, -0.72], [-0.03, 0.30, -0.58], [-1.19, -0.94, 0.46], [-2.00, 1.61, -0.66], [4.41, -0.80, 0.73], [-1.00, -1.97, -0.78], [-0.30, 0.11, -0.11], [0.70, 0.60, 0.32], [-0.02, 0.55, -0.61], [1.05, -0.87, 0.26], [-2.15, -1.05, -0.46], [0.38, 1.86, -2.20], [0.17, 0.21, 1.80], [-0.58, -0.14, -0.47], [0.00, 0.15, 0.20], [0.39, 0.33, -0.43], [1.29, -0.14, -0.18], [-2.05, -0.44, 3.29], [1.36, 0.61, -1.63], [0.16, -1.07, -2.39], [-0.13, 0.15, -0.78], [-0.80, 0.62, 0.49], [0.15, 0.13, 0.48], [-0.20, 0.85, -0.20], [0.53, -3.79, -0.38], [-0.26, 0.68, 0.79], [-0.30, 1.02, 0.50], [0.22, 0.47, -0.15], [0.26, 0.28, -0.21], [-0.14, 0.40, -0.34]], "e_homo_ev": [-12.0, -12.0], "orbital_gap_ev": [2.79, 1.81], "spin_multiplicity": 2, "charge": 4, "total_energy_ev": -137593.6132}